C39H37F3N6O4SeSiTa | ωB97M-V/def2-TZVPD

Values from the calculation:
**Frontier orbital gap (alpha / beta)**: 5.460 / 5.610 eV
**ΔE to the lowest compared entry with this formula, charge and spin**: 0.0 kJ/mol
**Maximum force**: 0.6 eV Å⁻¹

Structure (ORCA input):
```
! wB97M-V def2-TZVPD RIJCOSX def2/J DEFGRID3
* xyz 1 1
Ta 0.008 -0.479 1.103
Se 0.323 -2.413 -0.577
Si -1.443 -2.835 -1.978
F 5.182 -3.225 5.176
F 3.506 -3.733 6.453
F 4.099 -5.073 4.854
O 3.562 2.182 2.073
O 3.190 2.301 -4.747
O 1.282 0.890 2.037
O -2.948 3.523 -3.979
N 1.357 0.568 -0.502
N 1.405 -1.770 2.425
N -1.054 0.668 2.450
N -1.248 0.674 -0.334
N -0.612 1.955 2.679
N -1.529 -1.693 2.049
C 2.821 3.279 2.364
C -0.216 0.061 -4.744
C -2.699 -3.752 2.517
C -3.751 2.789 -3.084
C -2.491 -1.034 2.807
C -3.117 -2.548 -1.186
C 3.658 2.651 -3.456
C 2.476 -2.461 2.009
C 2.682 0.437 -0.537
C 2.876 1.932 -2.383
C -1.658 -3.066 1.985
C -2.277 -0.885 -5.533
C 0.760 4.426 2.880
C 0.766 1.383 -1.389
C -2.869 2.061 -2.113
C 2.812 5.649 2.768
C 3.475 1.085 -1.462
C 3.963 -3.784 5.198
C -2.215 0.306 3.007
C 1.434 3.237 2.569
C -1.489 2.132 -2.205
C 3.320 -3.121 2.877
C -3.636 -1.710 3.312
C -0.251 -0.796 -3.650
C 1.935 -2.371 4.675
C -2.586 0.626 -0.230
C 3.498 4.492 2.463
C -3.421 1.286 -1.098
C -1.292 -1.705 -3.472
C 1.435 5.622 2.981
C 0.663 1.996 2.444
C -1.237 0.024 -5.683
C -2.301 -1.740 -4.441
C 3.041 -3.072 4.234
C -0.707 1.423 -1.312
C 1.142 -1.736 3.737
C -3.748 -3.052 3.171
C -1.300 -4.623 -2.484
C 1.498 2.085 -2.330
H 4.728 2.460 -3.340
H -4.425 3.442 -2.518
H 3.500 3.725 -3.362
H 0.563 -0.783 -2.931
H -3.510 4.004 -4.592
H 1.682 -2.317 5.723
H -2.809 1.009 3.571
H 4.547 0.936 -1.449
H -1.907 -4.810 -3.374
H 3.354 6.583 2.846
H -1.046 2.721 -2.992
H 0.265 -1.176 4.037
H 2.952 1.426 2.051
H -3.123 -2.444 -4.347
H -4.602 -3.585 3.564
H -2.985 0.036 0.584
H -3.066 -0.933 -6.272
H -3.134 -2.798 -0.126
H -2.718 -4.829 2.428
H 0.900 6.530 3.224
H -4.383 -1.125 3.832
H 3.123 -0.216 0.206
H 1.007 2.735 -3.039
H 4.568 4.493 2.305
H -0.269 -4.891 -2.715
H -1.216 0.690 -6.536
H -1.654 -5.281 -1.688
H -3.444 -1.519 -1.319
H 0.609 0.754 -4.867
H -0.308 4.378 3.039
H 2.640 -2.497 0.940
H -4.493 1.199 -0.978
H -4.367 2.049 -3.608
H -3.846 -3.191 -1.688
H 3.484 1.410 -4.961
H 4.171 -3.667 2.496
H -0.865 -3.582 1.466
*
```

=====

C39H37F3N6O4SeSiTa | ωB97M-V/def2-TZVPD

Values from the calculation:
**Frontier orbital gap**: 7.009 eV
**ΔE to the lowest compared entry with this formula, charge and spin**: 223.2 kJ/mol
**Maximum force**: 0.4 eV Å⁻¹

Structure (ORCA input):
```
! wB97M-V def2-TZVPD RIJCOSX def2/J DEFGRID3
* xyz 1 1
Ta -0.315 -1.096 -0.640
Se -0.102 -2.493 -2.454
Si 2.255 -1.727 -0.111
F 1.702 6.710 2.870
F 1.091 5.675 4.667
F -0.395 6.380 3.264
O 1.457 4.530 -4.701
O -4.270 2.873 -5.206
O -1.570 0.047 0.642
O -2.494 2.452 1.040
N -0.522 -2.027 1.384
N 0.654 0.721 -1.643
N -1.667 -3.929 -0.165
N -1.825 0.021 -1.915
N 0.956 2.144 1.194
N -0.576 -1.042 2.383
C 2.505 2.169 -2.106
C -1.557 1.094 2.818
C -2.294 1.453 -3.746
C 2.348 -5.913 -0.093
C -1.429 0.938 -2.798
C 1.819 2.790 -3.136
C 0.485 4.488 1.289
C -4.564 1.550 -4.816
C -0.033 1.356 -2.622
C -2.105 3.202 4.554
C 0.823 5.825 3.366
C -0.799 -5.640 1.278
C 1.892 1.159 -1.396
C 1.334 3.363 3.220
C 1.347 2.199 2.466
C 3.071 -0.809 1.328
C 2.530 -5.221 2.195
C -3.094 -0.379 -1.908
C -3.616 1.026 -3.763
C -4.023 0.107 -2.806
C -1.529 2.031 5.049
C -0.649 -3.219 1.829
C -1.884 -6.228 -0.761
C 3.447 -1.709 -1.568
C -2.070 -4.872 -1.003
C 2.389 -3.897 1.799
C -1.243 -6.618 0.402
C 2.518 -6.234 1.247
C 0.518 2.374 -3.378
C -1.263 0.993 4.184
C -1.016 -4.313 0.939
C 2.236 -3.547 0.453
C 2.208 -4.586 -0.479
C -1.210 -0.017 1.921
C 0.887 4.522 2.614
C 2.456 3.873 -3.955
C -2.156 2.268 2.337
C 0.541 3.276 0.627
C -2.416 3.319 3.216
H -2.253 -6.958 -1.467
H 3.203 3.406 -4.609
H -0.598 -3.370 2.903
H -3.359 -1.118 -1.160
H -4.605 3.484 -4.542
H 3.523 -0.745 -2.072
H 4.444 -1.979 -1.208
H 2.405 0.700 -0.574
H 1.864 5.191 -5.270
H -2.264 1.633 0.561
H 4.097 -1.169 1.442
H -1.087 -7.665 0.623
H 3.511 2.462 -1.836
H -1.970 2.186 -4.469
H 2.427 -3.126 2.560
H -4.449 0.938 -5.714
H -0.059 2.866 -4.143
H 2.544 -0.997 2.265
H 1.668 1.265 2.911
H 2.985 4.560 -3.287
H 0.219 3.210 -0.408
H 2.671 -5.459 3.243
H 2.647 -7.266 1.548
H -2.316 4.027 5.222
H 3.143 -2.440 -2.317
H -5.597 1.437 -4.477
H -0.816 0.077 4.542
H 0.122 5.376 0.788
H 1.648 3.354 4.253
H 3.111 0.274 1.209
H -5.047 -0.239 -2.758
H -0.275 -5.891 2.189
H -2.867 4.218 2.818
H 2.079 -4.363 -1.532
H 2.336 -6.696 -0.841
H -1.299 1.937 6.101
H -2.568 -4.531 -1.904
*
```

=====

C39H37F6N5O8RbS4 | ωB97M-V/def2-TZVPD

Values from the calculation:
**Frontier orbital gap**: 5.078 eV
**ΔE to the lowest compared entry with this formula, charge and spin**: 220.5 kJ/mol
**Maximum force**: 4.2 eV Å⁻¹

Structure (ORCA input):
```
! wB97M-V def2-TZVPD RIJCOSX def2/J DEFGRID3
* xyz -1 1
Rb 9.785 10.918 14.203
S 7.372 13.592 13.667
S 16.221 10.138 12.187
S 12.638 13.207 15.645
S 9.298 15.309 14.815
F 9.553 16.387 17.193
F 6.964 12.466 16.112
F 9.409 14.209 17.056
F 7.642 15.344 16.721
F 5.407 13.714 15.369
F 5.690 11.642 14.535
O 5.257 10.750 7.334
O 7.608 12.458 12.865
O 12.312 12.537 14.313
O 15.340 8.944 12.221
O 8.624 16.461 14.277
O 10.754 15.197 14.600
O 6.985 9.732 6.539
O 6.601 14.665 13.115
N 10.031 12.743 10.975
N 10.407 10.060 10.463
N 9.011 9.281 18.488
N 8.642 13.980 14.391
N 6.423 10.451 7.347
C 15.682 12.682 11.010
C 8.395 10.172 8.944
C 9.614 8.104 9.298
C 13.797 13.135 9.663
C 13.680 14.612 15.259
C 13.285 7.823 16.085
C 6.287 12.833 14.975
C 13.255 7.682 17.445
C 11.186 9.235 16.237
C 13.977 10.979 10.754
C 11.328 9.116 17.643
C 14.290 14.654 14.019
C 13.778 12.142 16.496
C 12.265 8.564 15.476
C 7.987 9.587 17.544
C 9.921 14.024 11.261
C 15.084 11.804 15.822
C 7.303 10.982 8.439
C 16.285 10.858 13.841
C 9.307 10.710 9.904
C 8.598 8.758 8.669
C 7.050 12.211 8.931
C 14.952 13.621 10.310
C 8.906 7.989 19.012
C 7.937 12.814 9.877
C 15.457 16.584 14.605
C 13.270 11.920 9.952
C 14.932 10.880 14.548
C 7.826 14.179 10.262
C 12.365 8.433 18.215
C 9.066 12.123 10.282
C 8.868 14.839 10.877
C 13.846 15.713 16.133
C 8.894 15.340 16.555
C 14.804 16.641 15.809
C 15.173 15.635 13.623
C 10.537 8.795 10.121
C 10.273 9.924 18.509
C 15.209 11.379 11.236
H 7.949 7.857 19.661
H 14.182 11.301 13.907
H 15.518 12.767 15.483
H 11.420 8.256 10.515
H 15.363 14.607 10.059
H 13.959 12.552 17.457
H 10.131 10.913 18.070
H 6.211 12.773 8.555
H 12.342 11.577 9.496
H 16.218 17.329 14.371
H 13.953 7.038 17.979
H 13.309 13.702 8.890
H 8.244 9.544 16.472
H 10.578 10.077 19.601
H 14.974 17.404 16.488
H 8.648 15.743 11.363
H 12.540 8.375 19.282
H 15.589 15.715 12.602
H 16.934 10.171 14.329
H 16.560 13.005 11.560
H 12.243 8.733 14.400
H 10.744 14.405 11.852
H 15.791 11.306 16.482
H 9.763 7.723 19.741
H 14.048 7.353 15.505
H 7.891 8.209 8.094
H 13.220 15.790 17.021
H 13.226 11.252 16.746
H 8.804 7.128 18.348
H 7.172 8.865 17.655
H 6.904 14.651 9.971
H 13.980 13.982 13.256
H 9.640 7.044 9.331
H 14.665 9.791 14.816
H 16.845 11.848 13.715
H 13.492 10.027 10.966
H 7.440 10.520 17.746
*
```